C62H158N15O22 | ωB97M-V/def2-TZVPD

XYZ file:
```
257
Properties=species:S:1:pos:R:3
C 15.50 24.27 18.45
C 14.93 23.65 19.73
C 13.40 24.09 19.92
C 13.29 25.62 20.09
N 11.87 26.10 20.58
C 12.02 27.61 20.71
C 10.85 28.04 21.62
C 10.50 26.78 22.44
C 11.60 25.72 21.99
C 10.80 25.82 19.61
H 16.34 23.65 18.09
H 15.89 25.25 18.71
H 14.75 24.36 17.68
H 15.39 24.07 20.59
H 14.96 22.58 19.69
H 12.95 23.71 20.82
H 12.81 23.80 19.09
H 13.32 26.15 19.16
H 13.95 25.98 20.88
H 12.00 28.07 19.70
H 12.98 27.79 21.19
H 9.96 28.29 21.04
H 11.04 28.93 22.23
H 9.53 26.36 22.20
H 10.53 26.92 23.53
H 11.27 24.67 22.08
H 12.53 25.74 22.56
H 11.27 26.00 18.62
H 9.87 26.37 19.80
H 10.60 24.70 19.69
C 21.87 9.72 9.86
C 22.01 10.94 8.90
C 21.00 12.13 9.27
C 21.41 12.96 10.46
N 20.30 13.61 11.17
C 19.36 14.28 10.18
C 19.06 15.67 10.78
C 20.51 15.96 11.21
C 20.78 14.78 12.07
C 19.53 12.65 11.89
H 20.81 9.52 9.97
H 22.29 10.03 10.81
H 22.35 8.75 9.51
H 21.82 10.65 7.88
H 23.07 11.29 8.99
H 19.98 11.69 9.38
H 20.86 12.73 8.30
H 22.05 13.82 10.15
H 22.00 12.43 11.21
H 18.50 13.62 9.90
H 20.05 14.41 9.36
H 18.38 15.59 11.62
H 18.63 16.37 10.05
H 20.61 16.89 11.81
H 21.22 15.98 10.39
H 20.08 14.70 12.92
H 21.84 14.72 12.41
H 20.25 12.07 12.48
H 19.18 11.90 11.19
H 18.64 13.08 12.34
C 21.96 32.06 15.85
C 21.17 30.77 15.49
C 21.79 29.46 15.92
C 21.47 28.47 14.79
N 21.64 26.96 15.02
C 21.08 26.14 13.87
C 19.85 25.36 14.44
C 19.51 26.16 15.73
C 20.88 26.53 16.26
C 23.11 26.68 15.15
H 21.34 32.93 15.56
H 22.93 32.20 15.33
H 22.16 32.10 16.96
H 21.10 30.74 14.37
H 20.16 30.87 15.89
H 21.31 29.17 16.85
H 22.88 29.48 16.07
H 22.12 28.72 13.94
H 20.42 28.60 14.49
H 21.81 25.45 13.53
H 20.79 26.81 13.06
H 20.03 24.32 14.76
H 18.97 25.30 13.83
H 19.04 25.44 16.49
H 18.94 27.07 15.48
H 21.36 25.56 16.59
H 20.90 27.31 17.02
H 23.57 26.95 14.21
H 23.21 25.62 15.30
H 23.58 27.28 15.89
C 13.75 25.27 11.34
N 14.55 23.95 11.19
C 15.41 23.86 9.96
C 15.43 23.85 12.41
C 13.53 22.82 11.32
C 12.30 22.96 10.36
O 12.73 22.97 9.05
H 13.21 25.22 12.29
H 13.11 25.39 10.47
H 14.54 26.02 11.36
H 15.81 22.83 9.90
H 16.23 24.59 10.00
H 14.83 24.16 9.05
H 15.99 24.74 12.35
H 16.07 22.99 12.30
H 14.80 23.85 13.28
H 13.20 22.82 12.36
H 14.13 21.94 11.16
H 11.88 23.95 10.68
H 11.56 22.19 10.63
H 12.04 23.09 8.40
C 6.87 22.43 13.74
N 7.56 21.12 14.18
C 6.60 19.90 14.39
C 8.40 20.70 12.93
C 8.42 21.36 15.46
C 9.54 22.42 15.38
O 10.46 22.06 14.48
H 7.56 23.25 13.50
H 6.21 22.70 14.55
H 6.29 22.16 12.84
H 6.08 20.07 15.37
H 7.30 19.00 14.49
H 6.00 19.83 13.51
H 8.93 19.77 13.27
H 9.12 21.50 12.69
H 7.63 20.37 12.23
H 8.99 20.41 15.66
H 7.75 21.46 16.27
H 9.94 22.44 16.41
H 9.12 23.40 15.17
H 11.20 22.70 14.57
C 11.13 15.96 19.80
N 9.82 15.87 20.54
C 9.73 14.82 21.51
C 9.58 17.20 21.23
C 8.62 15.77 19.54
C 8.81 14.58 18.53
O 9.82 14.68 17.64
H 11.02 16.62 18.92
H 11.28 14.99 19.29
H 11.93 16.13 20.53
H 9.67 13.78 21.11
H 8.91 15.01 22.16
H 10.57 14.78 22.17
H 9.46 18.05 20.58
H 10.43 17.48 21.88
H 8.73 17.09 21.85
H 8.71 16.70 19.05
H 7.73 15.58 20.11
H 7.87 14.44 17.98
H 8.89 13.64 19.00
H 9.73 15.49 17.10
C 21.50 15.58 17.60
N 20.06 15.81 17.90
C 19.47 14.44 17.83
C 19.93 16.46 19.22
C 19.38 16.71 16.92
C 17.95 17.15 17.33
O 17.05 16.08 17.44
H 21.70 15.04 16.64
H 21.84 14.92 18.38
H 22.09 16.50 17.75
H 18.37 14.47 17.89
H 19.98 13.89 18.67
H 19.76 13.97 16.83
H 20.32 17.44 19.31
H 20.46 15.82 19.95
H 18.88 16.53 19.55
H 19.21 16.09 16.05
H 20.07 17.57 16.77
H 17.59 17.90 16.60
H 17.99 17.65 18.24
H 16.63 15.90 16.55
C 12.58 15.13 13.37
N 12.12 13.84 13.97
C 13.12 13.56 15.07
C 10.82 14.06 14.56
C 12.18 12.68 12.96
C 11.34 11.45 13.31
O 11.96 10.83 14.41
H 13.62 15.11 13.09
H 12.53 15.97 14.13
H 11.95 15.33 12.47
H 13.04 12.51 15.32
H 12.74 14.08 15.98
H 14.04 13.92 14.70
H 10.59 13.25 15.24
H 9.98 14.19 13.90
H 10.89 14.96 15.16
H 13.20 12.48 12.86
H 11.84 13.11 12.02
H 11.36 10.83 12.40
H 10.27 11.59 13.49
H 11.63 9.95 14.54
C 11.48 18.51 26.45
N 12.71 17.98 27.03
C 12.31 17.03 28.11
C 13.61 17.25 26.05
C 13.42 19.16 27.68
C 14.63 18.74 28.50
O 15.18 19.98 28.83
H 10.86 17.71 26.12
H 11.73 19.14 25.60
H 10.90 19.02 27.24
H 11.78 17.57 28.91
H 13.18 16.50 28.53
H 11.63 16.27 27.68
H 13.74 17.76 25.09
H 13.26 16.22 26.03
H 14.60 17.24 26.51
H 12.73 19.67 28.34
H 13.78 19.79 26.88
H 15.39 18.21 27.90
H 14.46 18.10 29.32
H 15.36 20.01 29.80
C 14.81 19.00 15.81
N 14.16 20.03 16.67
C 12.78 19.70 16.99
C 14.83 20.12 18.00
C 14.14 21.31 15.88
C 15.53 21.76 15.30
O 15.93 21.17 14.09
H 14.61 19.12 14.77
H 14.45 17.99 16.11
H 15.94 18.96 15.81
H 12.77 18.66 17.41
H 12.18 19.80 16.09
H 12.46 20.34 17.79
H 15.82 20.49 17.82
H 14.93 19.11 18.38
H 14.26 20.57 18.76
H 13.84 22.10 16.56
H 13.33 21.30 15.10
H 16.33 21.72 16.07
H 15.28 22.86 15.12
H 16.69 20.63 14.39
N 12.86 19.16 21.73
O 13.50 20.17 21.52
O 12.47 18.43 20.75
O 12.44 18.91 22.88
N 12.61 24.59 15.65
O 13.22 25.70 15.67
O 12.44 23.93 14.57
O 12.15 24.13 16.74
N 18.69 20.25 15.82
O 17.93 19.75 14.92
O 19.59 19.56 16.32
O 18.57 21.46 16.19
N 9.42 17.62 15.48
O 9.87 18.18 14.45
O 8.23 17.39 15.65
O 10.29 17.12 16.36
N 16.91 14.85 14.27
O 15.99 15.32 15.07
O 16.55 14.42 13.16
O 18.11 14.94 14.58
```

## Properties
Kohn-Sham gap in Eh: 0.3229
Net charge: +5